The following is a quantum chemistry calculation of a cluster of 16 separate species, C36H104O16 in total in a non-equilibrium geometry, from OMol25.

```
156
Properties=species:S:1:pos:R:3:forces:R:3:mulliken_charge:R:1
C -5.1700 -0.5275 -0.0265 -1.16 0.23 0.97 -1.07
C -5.4597 -1.8276 -0.7182 -2.03 0.17 -0.83 0.61
C -4.7158 -2.9504 -0.1577 1.15 -0.79 -0.05 -0.51
O -6.9082 -2.1644 -0.7767 0.87 1.03 0.90 -0.60
H -4.1051 -0.2733 -0.1597 -0.52 0.12 0.32 -0.12
H -5.5419 -0.5109 1.0466 0.92 -0.23 -1.04 0.30
H -5.8204 0.1817 -0.5312 0.35 0.73 -0.11 0.50
H -5.2999 -1.6565 -1.7666 1.01 -0.13 -0.66 -0.02
H -5.0269 -3.9175 -0.5579 0.17 0.08 0.07 0.42
H -4.7355 -2.9291 0.9072 -0.72 -0.28 1.05 0.42
H -3.6519 -2.7592 -0.3043 0.17 -0.30 -0.58 -0.26
H -7.3180 -1.2843 -0.8347 -0.22 -0.60 -0.03 0.36
C 3.5033 -3.7159 -1.8291 0.32 -1.16 -2.09 -1.38
C 2.8763 -2.3397 -2.1213 -0.15 0.92 0.24 0.60
C 1.4360 -2.4670 -2.6145 0.46 -1.09 0.26 -0.40
O 2.7376 -1.5887 -0.8697 0.06 -0.57 0.06 -0.31
H 3.6536 -4.3727 -2.8085 -0.47 1.46 1.89 0.31
H 2.9336 -4.3162 -1.1269 -0.64 0.02 -0.05 0.10
H 4.4745 -3.6755 -1.3578 0.45 0.53 -0.06 0.44
H 3.5521 -1.7462 -2.8347 -1.03 -0.64 1.16 0.27
H 1.4183 -3.0075 -3.5379 -0.17 -0.64 -0.62 0.69
H 0.8224 -1.6044 -2.7706 0.38 1.04 0.04 -0.33
H 0.9310 -3.0440 -1.8337 -0.18 -0.29 -0.22 -0.20
H 2.0416 -2.0624 -0.3240 0.93 0.76 -0.43 -0.25
C -3.4047 2.8401 -2.4394 0.28 -0.96 0.94 -0.79
C -4.5231 3.8537 -2.4873 0.17 0.86 -1.78 0.45
C -4.3505 4.5577 -3.8298 1.51 -0.76 0.55 -1.35
O -5.8020 3.3167 -2.4894 -1.78 -1.64 0.51 -0.61
H -3.4356 2.1453 -3.2984 -0.13 0.47 0.17 0.34
H -3.5556 2.2171 -1.5647 0.13 -0.26 0.35 0.17
H -2.3806 3.2417 -2.3640 -0.45 0.13 -0.11 0.29
H -4.5505 4.5867 -1.6431 0.38 -0.62 -0.57 0.09
H -5.1568 5.1776 -4.1094 -0.68 1.06 -0.10 0.39
H -4.1802 3.8251 -4.6259 -0.30 -0.15 0.13 0.30
H -3.3834 5.0151 -3.7074 0.28 1.10 -0.54 0.36
H -5.9542 2.6261 -3.1700 0.60 0.71 0.51 0.35
C 0.8664 0.4209 -6.4403 1.11 -1.89 0.35 -1.74
C 0.4855 1.0473 -5.1311 -0.01 0.02 -0.12 0.69
C -1.0094 0.8609 -4.9085 0.50 -0.15 -0.16 -0.15
O 1.2682 0.4552 -4.1189 0.21 -0.62 0.25 -0.39
H 1.8925 0.6694 -6.7663 -0.53 -0.03 0.15 0.36
H 0.1461 0.6629 -7.1756 -0.52 0.53 -1.02 0.49
H 0.8092 -0.6990 -6.3427 0.15 0.86 0.02 0.27
H 0.7674 2.0826 -5.2035 -0.24 0.83 0.10 0.37
H -1.3985 1.4499 -4.1070 -0.32 0.73 0.32 -0.10
H -1.1805 -0.1464 -4.5987 0.24 -0.96 0.32 -0.66
H -1.5606 0.9546 -5.8372 -0.24 0.58 -0.07 0.70
H 1.4048 1.0131 -3.3443 -0.06 0.22 -0.05 -0.10
C 3.5297 -1.4429 5.7175 -2.36 0.02 -0.35 -1.48
C 3.6206 -0.0123 5.2492 0.90 0.41 0.90 0.69
C 4.1840 0.1393 3.8541 1.45 0.69 0.79 -0.23
O 2.3134 0.5152 5.3922 -0.31 0.81 -0.06 -0.47
H 3.0302 -2.0181 4.9487 -0.16 -0.30 -0.33 0.10
H 2.8666 -1.5126 6.5804 -0.07 0.29 0.09 0.36
H 4.3736 -1.9811 6.0000 2.04 -0.38 0.17 0.50
H 4.2964 0.4957 5.9624 -0.16 0.16 -0.26 0.21
H 5.1888 -0.3240 3.8648 -0.32 0.33 -0.20 0.48
H 4.2504 1.1762 3.4960 0.13 -0.10 0.49 0.09
H 3.6122 -0.3471 3.1316 -1.17 -1.18 -1.12 -0.50
H 2.3074 1.4783 5.2389 0.38 -0.41 -0.14 0.22
C 4.8649 4.5200 4.4828 -0.21 0.60 0.38 -1.56
C 3.4624 4.7448 3.9592 0.32 -1.68 1.29 0.60
C 3.5426 5.4209 2.6440 -1.40 -0.76 -1.12 -1.12
O 2.8201 3.4272 3.9244 -1.26 0.52 -1.66 -0.31
H 5.1825 5.5354 4.7650 0.60 -0.39 -0.24 0.46
H 5.5233 4.0279 3.7535 -0.17 0.34 0.18 0.33
H 4.8448 3.9466 5.3972 0.02 -0.31 0.27 0.37
H 2.9078 5.2860 4.7311 -0.02 0.46 -0.30 0.22
H 2.5166 5.4545 2.2276 0.48 0.32 -0.17 0.21
H 4.1687 4.8303 1.9533 -0.18 0.30 0.24 0.25
H 3.9253 6.4174 2.7442 0.20 0.53 -0.03 0.43
H 2.0302 3.4780 3.2994 1.53 -0.09 1.19 0.10
C -0.5948 -5.8499 -1.0898 1.54 0.64 -0.42 -1.53
C -1.5551 -5.0228 -0.1919 -1.21 -2.29 -0.75 1.15
C -1.8463 -5.8077 1.1297 0.53 0.57 -1.21 -1.60
O -1.1883 -3.7258 0.0528 0.09 1.74 0.05 1.14
H -1.0068 -6.7429 -1.5434 -0.63 -0.09 0.15 0.41
H 0.3288 -6.2130 -0.5955 -0.54 0.23 0.48 0.34
H -0.1368 -5.2919 -1.9401 -0.78 0.14 0.45 0.24
H -2.5417 -4.9239 -0.7569 1.08 -0.31 0.61 0.00
H -2.6943 -5.3877 1.6372 -0.37 0.31 0.41 0.39
H -0.9644 -5.7863 1.7643 0.00 0.00 0.12 0.19
H -2.0873 -6.8296 0.8934 -0.08 -0.51 -0.08 0.49
H -0.2535 -3.5203 0.2222 0.09 -0.66 0.21 -0.51
C 1.1660 0.9662 1.5985 0.03 -0.82 0.66 0.36
C -0.3077 0.5312 1.5108 0.57 0.42 -2.38 0.20
C -0.7788 0.2497 0.0252 0.05 0.10 1.10 -0.32
O -0.5623 -0.6142 2.2980 -0.47 0.03 -0.80 -0.53
H 1.9469 0.2950 1.2122 -0.64 -0.12 -0.36 -0.64
H 1.4591 1.0930 2.6308 -0.16 -0.03 0.68 -0.06
H 1.2998 1.9304 1.1770 0.09 0.96 -0.83 0.53
H -0.8996 1.3825 1.8454 -0.24 -0.02 0.37 0.60
H -0.8611 1.0912 -0.6454 -0.05 0.92 0.46 0.36
H -1.7694 -0.1941 0.0450 -0.09 -0.36 0.06 -0.47
H -0.1007 -0.3596 -0.5391 0.50 -0.98 0.10 -0.12
H -0.4751 -0.3341 3.2156 0.26 -0.12 0.99 0.11
C 5.0499 1.1203 -1.3728 -0.62 -1.56 -0.81 -1.47
C 3.7965 1.9802 -1.4610 0.71 0.87 -0.12 1.13
C 3.8112 2.8910 -2.6937 0.50 -0.37 0.17 -1.41
O 2.5789 1.2551 -1.4978 -0.20 -1.18 0.30 0.95
H 5.9786 1.6900 -1.3315 -0.21 0.04 0.27 0.44
H 5.1523 0.3507 -2.1737 -0.20 0.84 -0.07 0.25
H 4.8824 0.4703 -0.5240 0.54 0.05 0.75 0.31
H 3.8627 2.5550 -0.5182 -0.51 0.23 -0.30 -0.03
H 4.0557 2.2373 -3.5587 -0.27 0.70 0.27 0.31
H 4.5315 3.7022 -2.5847 0.50 -0.31 -0.05 0.47
H 2.8937 3.4431 -2.8335 -0.65 -0.33 -0.10 0.19
H 2.6588 0.3282 -1.1377 0.08 0.75 -0.34 -0.58
C -2.8866 -3.5508 -5.1475 0.17 -0.24 0.84 -1.49
C -3.4007 -2.5072 -4.1423 -1.99 -0.93 -0.35 0.13
C -2.5009 -2.3180 -2.9401 -0.31 1.08 -0.56 0.34
O -3.6394 -1.2870 -4.8500 0.81 0.18 0.18 -0.57
H -1.9191 -3.2161 -5.4919 0.55 0.11 -0.18 0.29
H -3.5309 -3.5664 -6.0199 -0.22 -0.28 0.03 0.37
H -2.7264 -4.5649 -4.7057 -0.38 0.73 -0.32 0.35
H -4.4538 -2.7668 -3.8638 0.88 -0.17 0.20 0.43
H -2.4779 -3.1290 -2.2326 0.19 -0.52 -0.06 0.09
H -2.8354 -1.4312 -2.3841 0.13 -0.10 -0.12 -0.20
H -1.5228 -2.1047 -3.3746 0.38 -0.10 0.50 -0.11
H -2.7590 -0.9546 -5.0752 -0.30 0.21 -0.16 0.43
C -0.7551 5.3260 2.7443 0.15 -0.62 -1.79 -1.35
C -0.9844 4.9279 1.2428 -0.19 1.19 -0.52 1.97
C -2.3871 5.4045 0.7763 0.61 -0.25 0.51 -1.60
O 0.0076 5.5911 0.3846 -0.45 -0.33 -0.60 -0.65
H -0.4590 6.3603 2.9041 -0.41 0.14 -0.23 0.36
H 0.0594 4.7170 3.0939 0.33 -0.31 0.50 0.12
H -1.6711 5.0411 3.2473 -0.01 0.16 0.46 0.45
H -0.8043 3.8329 1.1752 -0.50 0.51 -0.18 -0.78
H -2.5562 6.3995 1.1528 0.35 0.77 -0.20 0.44
H -3.1815 4.8930 1.2721 -0.51 -1.01 0.27 0.47
H -2.5935 5.3784 -0.2953 0.35 -0.14 0.01 0.25
H -0.3365 5.7084 -0.5463 0.26 -0.26 1.69 0.32
C 0.8309 -4.0344 3.1946 0.95 1.48 0.57 -1.58
C 1.6340 -2.9471 2.5131 -1.44 1.86 -1.00 1.72
C 3.0296 -3.2344 2.1694 0.94 -2.13 -1.69 -1.63
O 1.0092 -2.5815 1.2216 -1.05 0.27 0.75 0.69
H -0.1783 -3.6803 3.3428 -0.40 0.02 -0.06 0.32
H 1.3061 -4.0773 4.1815 -0.22 -0.82 -0.01 0.48
H 0.8409 -4.9288 2.6137 0.17 -0.85 -0.08 0.21
H 1.5669 -2.0234 3.0999 -0.03 -0.12 0.23 -0.50
H 3.5676 -3.7766 2.9258 0.36 0.15 0.63 0.49
H 3.6381 -2.4844 1.6760 -0.19 0.73 0.57 0.17
H 2.9688 -3.9688 1.3392 0.00 -0.08 0.30 0.31
H 0.1891 -2.0619 1.4897 1.25 -0.34 -0.32 -0.53
O -2.0912 -2.0028 5.5735 0.16 -2.35 0.88 -0.74
H -2.3675 -2.1834 4.6656 -0.08 0.11 -0.46 0.31
H -1.9769 -2.9481 5.9183 -0.15 2.11 -0.50 0.33
O -0.2672 -0.0234 4.9412 -2.30 -1.31 0.15 -0.55
H 0.3649 0.2840 5.5569 1.59 0.54 0.64 0.31
H -0.8286 -0.6446 5.4906 0.39 0.59 -1.08 0.28
O -2.4863 -2.6346 2.6325 -0.42 -0.17 0.57 -0.83
H -2.4615 -3.2605 1.9070 0.15 -0.19 -0.27 -0.05
H -2.1454 -1.8205 2.2580 0.37 0.44 -0.12 0.38
O 0.2507 3.0055 -1.5202 1.04 -0.29 1.09 -0.49
H 0.3519 3.6978 -0.8276 -0.02 -0.56 -0.61 0.40
H 0.9365 2.3165 -1.2625 -0.78 1.00 -0.55 -0.11
```
Positions in Å, forces in eV/Å.

Summary:
HOMO   -9.81 eV
2S+1   1
LUMO energy   0.4781 eV
Relative energy (zero: lowest compared OMol25 entry of this formula, charge and spin)   0.0 kcal/mol
Orbital gap   0.3783 Eh
Total charge   0
F_max   0.05590 Eh/bohr